(1)
Density functional theory data (ωB97M-V/def2-TZVPD) for a single C7H12N2O2S molecule in a non-equilibrium geometry.

As for the lowest unoccupied orbital energy: 0.624 eV. As for the calculated total energy: -25359.7335 eV. Its HOMO energy is -7.51 eV. As for the SMILES: CO\C=N/C=C(\N=C\SC)OC. The calculation puts the orbital gap at 0.2990 Ha.

XYZ file:
```
24
Properties=species:S:1:pos:R:3:forces:R:3:mulliken_charge:R:1
C 0.947086 -1.806331 1.557621 0.698 -0.084 0.635 -0.262
C -0.252364 -1.486963 0.985567 0.699 -0.710 0.632 0.441
C 2.424971 -0.034580 0.798840 0.687 0.984 0.696 0.104
C 0.360429 -0.234843 -0.902665 -2.815 -0.144 -1.899 -0.248
C -2.555425 -1.619072 0.728994 -0.785 -3.165 2.023 -0.618
C 2.093719 2.237186 0.078384 1.367 -2.465 -1.105 -0.642
C -1.859767 1.280204 -1.887748 0.443 0.307 2.281 -0.864
N 2.214164 -1.148882 1.294078 -2.449 -3.069 0.454 -0.489
N -0.501108 -0.623010 -0.045734 1.529 1.245 -0.387 -0.306
O -1.401719 -2.084356 1.461394 0.532 0.347 -1.028 -0.413
O 1.618895 0.986608 0.543114 -1.477 -0.526 0.798 -0.330
S -0.205149 0.788286 -2.314394 1.333 -0.075 1.237 -0.086
H 0.987085 -2.706797 2.284292 -0.026 1.941 -1.237 0.293
H 3.422209 0.177591 0.598065 2.062 0.649 -0.470 0.376
H 1.257994 -0.698644 -1.273157 0.715 -0.266 0.673 0.393
H -2.849336 -0.730116 1.194342 -1.229 1.154 0.906 0.309
H -3.276841 -2.483369 0.729084 0.448 1.192 0.282 0.261
H -2.312739 -1.341901 -0.224745 0.342 0.101 -2.436 0.268
H 3.171938 2.154741 -0.148939 -0.272 0.651 0.726 0.349
H 1.695931 2.943689 0.720501 0.035 1.730 1.315 0.237
H 1.617720 2.283443 -0.851295 -0.698 0.856 -1.637 0.258
H -2.128752 1.506408 -0.826438 1.027 -0.426 -0.446 0.273
H -2.417554 0.436829 -2.136559 -1.664 -0.822 -0.827 0.304
H -2.051387 2.203876 -2.362603 -0.500 0.594 -1.186 0.392
```
Forces are in eV/Å.

(2)
Density functional theory data (ωB97M-V/def2-TZVPD) for 2 unconnected molecules or ions with the total composition C7H12N2O3 in a non-equilibrium geometry.

As for the lowest unoccupied orbital energy (spin up / spin down): -0.687 / -1.049 eV. As for the calculated total energy: -16569.8344 eV. Its HOMO energy (spin up / spin down) is -8.69 / -7.89 eV. The calculation puts the orbital gap (spin up / spin down) at 0.2941 / 0.2513 Ha.

XYZ file:
```
24
Properties=species:S:1:pos:R:3:forces:R:3:mulliken_charge:R:1
C 0.193082 1.417795 -0.288112 0.830 0.941 -1.584 0.356
C 0.354433 0.011040 0.025950 1.492 1.285 -3.553 0.259
C -0.800013 -0.269005 0.835538 -1.108 -0.299 1.045 2.068
C 1.143876 2.190543 -1.249359 -0.761 -0.584 2.759 -1.340
C 1.652115 -0.764764 -0.143109 -1.599 -1.092 3.476 -1.092
C -1.659855 -1.446583 0.385448 1.366 -0.542 -0.624 -1.925
C -0.376984 -0.278217 2.338891 0.919 -2.690 -0.134 -1.727
N -0.978325 1.932009 0.088888 2.963 -1.669 -1.012 -0.577
N -0.348446 -0.487787 -2.155499 1.342 -0.285 3.130 0.767
O -1.020531 0.370259 -2.559452 -2.093 2.516 -1.531 -0.527
O -0.092177 -1.522453 -2.669821 0.685 -1.924 -0.755 -0.602
O -1.601393 0.906164 0.661696 -2.450 0.142 1.385 -0.240
H 2.178034 1.907037 -1.052878 -0.084 -0.058 -0.351 0.341
H 1.026831 3.197046 -0.918309 0.141 1.044 -0.104 0.437
H 0.844516 2.122557 -2.266810 -0.155 -0.370 -0.777 0.298
H 2.487582 -0.167278 -0.453886 0.100 0.035 -0.678 0.368
H 1.504078 -1.775118 -0.605086 0.220 1.173 -0.133 0.296
H 1.863061 -1.024138 0.960376 0.229 0.112 -1.361 0.335
H -2.202343 -1.883274 1.164376 -0.720 -0.568 1.519 0.530
H -0.960226 -2.200525 0.006193 -0.241 -0.097 0.050 0.357
H -2.386425 -1.265357 -0.391667 0.170 0.694 -0.366 0.386
H 0.604859 0.118946 2.562381 0.236 0.264 -0.368 0.387
H -0.373135 -1.315019 2.783413 0.085 0.742 -0.817 0.378
H -1.052613 0.226120 2.940836 -1.567 1.230 0.785 0.465
```
Forces are in eV/Å.

(3)
Density functional theory data (ωB97M-V/def2-TZVPD) for a gas-phase ion, C7H12N3 (charge +1) in a non-equilibrium geometry.

As for the lowest unoccupied orbital energy: -3.865 eV. Its net charge is +1. As for the calculated total energy: -11912.4638 eV. Its HOMO energy is -11.33 eV. As for the SMILES: N/C=C/C=N\C=C\[NH+]1CC1. The calculation puts the orbital gap at 0.2744 Ha.

XYZ file:
```
22
Properties=species:S:1:pos:R:3:forces:R:3:mulliken_charge:R:1
C -2.515488 -0.144844 -0.677375 0.703 3.051 1.270 -0.545
C -2.691201 -1.375754 -0.063391 2.276 0.053 0.666 -0.043
C -0.601158 -1.263884 1.038372 -1.119 0.350 -0.958 -0.345
C 2.427418 0.247635 -0.399785 0.237 -1.343 -3.074 -0.473
C 2.505003 -1.253900 -0.407253 -0.136 0.428 -0.844 -0.352
C -1.850137 0.944597 -0.076619 -1.243 -0.794 1.159 0.001
C 0.101264 -0.456369 0.183871 1.039 -2.180 -1.667 -0.248
N -1.859012 -1.831572 0.826897 1.542 0.057 1.339 -0.564
N 1.534608 -0.478533 0.455198 1.862 -0.814 1.682 0.088
N -1.560651 2.074009 -0.730314 1.527 1.748 -0.982 -0.397
H -2.788763 -0.008022 -1.674529 -0.825 0.137 -1.494 0.335
H -3.364855 -2.083154 -0.450408 -1.186 -0.736 -0.286 0.440
H -0.021545 -1.460570 1.946837 -0.886 -0.410 0.191 0.271
H 3.366354 0.679542 -0.150733 -0.018 0.939 0.972 0.334
H 1.919024 0.573146 -1.304100 0.121 0.647 0.432 0.279
H 2.266740 -1.928507 -1.248089 -0.907 0.827 0.631 0.226
H 3.352130 -1.618135 0.094171 0.753 -0.508 1.077 0.301
H -1.522258 0.904033 1.035490 -1.080 0.432 -2.320 0.444
H -0.076017 -0.409766 -0.956629 0.267 0.319 2.189 0.315
H 1.891933 -0.494169 1.452514 -1.219 0.003 -1.275 0.415
H -0.843145 2.802268 -0.430764 -1.692 -1.667 0.067 0.270
H -1.764807 2.195219 -1.743301 -0.017 -0.540 1.225 0.247
```
Forces are in eV/Å.

(4)
Density functional theory data (ωB97M-V/def2-TZVPD) for 3 unconnected molecules or ions with the total composition C7H12N3 in a non-equilibrium geometry.

As for the lowest unoccupied orbital energy: -4.006 eV. Its net charge is +1. As for the calculated total energy: -11913.1734 eV. Its HOMO energy is -12.71 eV. The calculation puts the orbital gap at 0.3200 Ha.

XYZ file:
```
22
Properties=species:S:1:pos:R:3:forces:R:3:mulliken_charge:R:1
C 1.163613 -1.319788 -1.781773 -1.159 -1.153 -0.425 -0.641
C -0.078018 -0.697644 -1.978195 0.494 3.386 0.634 -0.360
C 1.283550 -2.442219 -0.899367 0.102 1.843 -0.315 -0.078
C -1.044964 -0.740246 -0.913348 2.111 -3.625 -0.941 -0.421
C 0.315616 -2.633652 0.073024 -1.079 0.710 -2.491 -0.747
C -0.868063 -1.829239 -0.043570 0.091 -0.315 1.462 -0.127
C 1.074586 -0.364854 2.611692 -1.018 3.777 -6.781 0.030
N -1.083136 3.000261 0.068824 1.643 3.082 -2.631 -0.853
N 0.940336 0.209013 1.564949 0.650 -3.165 8.560 0.187
N 0.887502 0.870908 0.503857 2.586 -2.344 -0.539 -0.332
H 1.962613 -0.989451 -2.433253 0.085 -0.605 -0.202 0.392
H -0.065156 0.127696 -2.799841 -0.460 -1.558 1.569 0.253
H 2.109593 -3.117557 -1.055909 0.332 0.063 0.454 0.421
H -1.962036 -0.275603 -0.718272 -1.115 1.172 -0.867 0.502
H 0.417159 -3.531334 0.632284 -0.466 -0.391 0.844 0.487
H 1.191209 -0.819695 3.546975 0.121 -0.603 0.876 0.577
H -1.738525 -2.068765 0.599427 0.797 0.225 -0.092 0.331
H -1.245029 2.965088 1.023953 -0.777 0.238 2.226 0.254
H -1.933544 2.815703 -0.413843 -0.831 -0.602 -0.256 0.246
H 0.297831 1.640569 0.389854 -1.898 2.058 -0.580 0.399
H 1.242039 0.233331 -0.196969 -0.231 0.604 -1.420 0.206
H -0.940668 4.064419 -0.191790 0.024 -2.797 0.915 0.275
```
Forces are in eV/Å.

(5)
Density functional theory data (ωB97M-V/def2-TZVPD) for a gas-phase ion, C7H12N3O2 (charge +1) in a non-equilibrium geometry.

As for the lowest unoccupied orbital energy (spin up / spin down): -5.452 / -4.975 eV. Its net charge is +1. As for the calculated total energy: -16008.4735 eV. Its HOMO energy (spin up / spin down) is -12.48 / -12.83 eV. The calculation puts the orbital gap (spin up / spin down) at 0.2583 / 0.2886 Ha.

XYZ file:
```
24
Properties=species:S:1:pos:R:3:forces:R:3:mulliken_charge:R:1
C -2.499267 -0.670030 0.197650 -1.557 1.915 -1.409 0.014
C -1.212580 1.314625 -0.188601 -0.044 0.803 -0.449 0.426
C 1.185192 -1.348511 -0.592554 -0.572 0.106 1.073 -0.562
C -0.345038 -1.667878 -0.779552 1.023 -1.777 0.228 -0.560
C 1.473121 0.164114 -0.732428 -0.042 0.153 -2.149 -0.671
C -1.215597 -1.296806 0.400751 2.824 2.259 1.762 0.177
C 1.820532 0.971977 1.585232 -1.202 2.456 3.213 -0.890
N -2.383671 0.669417 -0.392239 0.548 -1.174 0.922 -0.083
N -0.290633 0.756414 0.569862 -2.900 -2.339 0.852 -0.188
N 1.010177 0.942893 0.446982 0.082 -0.890 -3.494 0.085
O -3.611666 -1.069824 0.347716 0.180 -0.751 0.452 -0.488
O -1.075394 2.498045 -0.742349 -0.844 -0.413 -0.397 -0.459
H 1.624320 -1.649479 0.403411 -0.896 0.182 -0.650 0.301
H 1.749801 -1.999990 -1.264785 -0.102 0.620 -0.410 0.422
H -0.627713 -1.317762 -1.782356 -0.487 0.735 0.604 0.320
H -0.452066 -2.758673 -0.976650 0.048 0.301 0.602 0.446
H 2.574318 0.219566 -0.885939 -0.812 0.692 0.221 0.378
H 0.900711 0.682734 -1.660598 1.498 -1.468 1.805 0.221
H -0.983187 -1.461940 1.516922 -0.188 -0.634 -2.131 0.367
H 1.472822 0.503377 2.494047 -0.263 -2.001 -0.210 0.353
H 2.850254 0.749122 1.388027 0.354 0.445 -0.059 0.317
H 1.511511 1.950137 2.072670 1.796 0.003 -0.825 0.356
H -3.307667 1.011190 -0.687181 0.935 0.614 0.107 0.299
H -0.168280 2.807278 -0.738038 0.622 0.163 0.343 0.420
```
Forces are in eV/Å.

(6)
Density functional theory data (ωB97M-V/def2-TZVPD) for a molecular structure, C7H12N3S in a non-equilibrium geometry.

As for the lowest unoccupied orbital energy: -4.852 eV. Its net charge is +1. As for the calculated total energy: -22748.5512 eV. Its HOMO energy is -12.06 eV. The calculation puts the orbital gap at 0.2650 Ha.

XYZ file:
```
23
Properties=species:S:1:pos:R:3:forces:R:3:mulliken_charge:R:1
C 0.672311 0.664903 -0.208612 -1.047 -2.218 0.650 0.218
C 2.968803 -1.383785 0.555684 0.212 -1.246 4.261 -0.917
C 2.775796 1.669513 0.503527 -2.411 0.694 -3.579 -0.264
C 2.336220 -1.228083 -0.580564 2.330 -0.062 -1.651 -0.211
C 0.971751 -0.699073 -0.727589 -2.399 -0.672 -3.021 0.202
C -1.733821 0.289831 -0.278388 0.246 -2.359 -3.386 -0.144
C -4.039754 -0.181483 0.024493 -0.468 -0.085 -0.834 -0.841
N 1.596330 1.462457 0.051068 4.073 2.609 1.136 -0.183
N -0.571824 1.010907 0.055400 -0.737 0.564 0.210 -0.146
N -2.817863 0.432182 0.494639 0.650 -0.187 -1.520 -0.262
S -0.485759 -1.774154 -0.206406 -0.376 1.614 0.217 -0.144
H 4.040462 -1.760498 0.759651 -1.875 0.719 -0.940 0.301
H 2.348867 -1.341375 1.552727 1.194 0.228 -1.827 0.298
H 3.275780 1.049975 1.131816 0.814 -1.715 2.749 0.401
H 3.391047 2.383341 -0.014235 -0.014 0.670 -0.048 0.275
H 3.020761 -1.414628 -1.472234 -1.577 0.372 0.716 0.263
H 0.712195 -0.632985 -1.838263 0.705 0.090 1.146 0.357
H -2.080225 0.210943 -1.423508 1.340 0.365 2.531 0.265
H -4.026556 -1.291267 0.274916 -0.558 1.458 -0.365 0.295
H -4.786533 0.465362 0.463857 -0.822 -0.827 0.502 0.323
H -4.191257 0.026141 -1.057527 0.437 -0.565 0.558 0.387
H -0.680254 1.889240 0.524215 -0.349 0.520 0.123 0.285
H -2.696487 0.152545 1.415330 0.634 0.033 2.371 0.242
```
Forces are in eV/Å.

The records above give, respectively, ΔE to the lowest compared entry with this formula, charge and spin values of 126.7, 161.9, 140.1, 123.8, 80.1, 96.4 kcal per mole.